6 unconnected molecules or ions with the total composition C12H16F24N6O17S8. Source: the Open Molecules 2025 dataset; level of theory: ωB97M-V with the def2-TZVPD basis set.

Geometry as XYZ:
```
83
C12H16F24N6O17S8 (ωB97M-V with the def2-TZVPD basis set)
N 8.20861 -19.24628 3.64892
H 8.39246 -20.19889 3.36815
H 7.59146 -18.75779 3.01597
H 9.06593 -18.71604 3.71166
H 7.82062 -19.11308 4.57185
C 0.91682 -21.67871 0.11670
C 2.06191 -22.43597 0.76826
C 1.88890 -24.04134 0.84375
O 1.43353 -24.45386 -0.40845
C 1.24107 -25.90593 -0.40235
N 3.38057 -22.15082 0.10501
H 3.37433 -21.18515 -0.19082
H 4.20379 -22.44286 0.61208
H 3.45784 -22.74589 -0.70741
H 0.67010 -21.92153 -0.91686
H 1.22244 -20.63372 0.16855
H -0.00245 -21.74035 0.69914
H 2.22271 -22.02645 1.76554
H 1.18673 -24.33763 1.62302
H 2.77146 -24.62202 1.11205
H 1.81554 -26.52769 -1.08901
H 0.22201 -25.98270 -0.78145
H 1.33507 -26.45493 0.53460
C 3.09823 -19.10622 7.84897
F 2.02691 -18.43585 8.15021
F 3.54020 -19.74048 9.00305
F 2.72078 -20.01261 6.90450
S 4.38248 -17.82073 7.08641
O 4.30264 -17.97053 5.64559
O 4.10923 -16.47992 7.62020
N 5.94384 -18.59629 7.47656
S 6.36882 -17.89650 8.77207
O 7.14790 -16.68860 8.49630
O 5.34519 -17.67520 9.75119
C 7.64993 -19.12049 9.66304
F 6.95105 -20.14439 10.05890
F 8.70623 -19.34908 8.82812
F 8.06312 -18.48218 10.75778
C 3.64688 -15.59541 -1.07130
F 4.30885 -14.79455 -0.18464
F 2.59794 -16.31106 -0.68175
F 3.32609 -14.82007 -2.06140
S 4.94516 -16.91823 -1.84556
O 5.79160 -16.11789 -2.74881
O 5.71195 -17.48204 -0.75105
N 3.84462 -17.98748 -2.59613
S 4.27622 -18.13641 -4.05282
O 3.75624 -17.02684 -4.90820
O 5.71806 -18.47363 -4.26547
C 3.42929 -19.75963 -4.67781
F 3.73271 -19.93221 -6.01091
F 3.94895 -20.74063 -4.00478
F 2.06361 -19.86247 -4.33810
C 8.43430 -24.06259 -0.43348
F 7.87060 -22.92547 -0.87297
F 7.44542 -25.03714 -0.26114
F 9.34295 -24.63684 -1.24404
S 9.29515 -23.78571 1.28241
O 10.14764 -24.91800 1.52987
O 9.95008 -22.49863 1.03025
N 7.90729 -23.49207 2.25359
S 7.91727 -24.71321 3.16385
O 7.62629 -26.01735 2.50998
O 9.06446 -24.78434 4.06162
C 6.45232 -24.30015 4.46331
F 6.99942 -23.64666 5.45428
F 5.47283 -23.66480 3.99371
F 5.98697 -25.50228 4.96889
C 13.79897 -18.59365 3.71843
F 12.76270 -19.34892 3.97008
F 14.90013 -18.89441 4.50789
F 14.23032 -18.74940 2.52761
S 13.33603 -16.72050 4.09663
O 13.56623 -16.53599 5.51989
O 14.13757 -15.96990 3.14871
N 11.66033 -16.55666 3.69987
S 11.31195 -15.08939 3.99946
O 9.87770 -15.01474 4.34513
O 12.16880 -14.23584 4.87302
C 11.38894 -14.22812 2.27309
F 11.20234 -15.17795 1.33839
F 10.33604 -13.38991 2.19483
F 12.48678 -13.64229 2.12093
```

Calculated values
ΔE to the lowest compared entry with this formula, charge and spin in kJ/mol: 800.4
E_tot in eV: -208344.635
Frontier orbital gap in eV: 6.999
Total charge: -2
M in u: 1228.8